Entry 1:
6 unconnected molecules or ions with the total composition C23H47Br10N2O. Source: OMol25; level of theory: ωB97M-V/def2-TZVPD.

- 2S+1 = 2
- frontier orbital gap (spin up / spin down) (eV) = 8.01 / 9.14
- ⟨S²⟩ = 0.754
- E_HOMO (spin up / spin down) (eV) = -7.68 / -8.81

XYZ file:
```
83
Properties=species:S:1:pos:R:3:forces:R:3
C 3.9041 -2.3998 5.4281 -0.005 0.070 -0.095
C 2.8914 -2.8160 4.3682 -0.144 -0.096 -0.019
C 1.4885 -2.6196 4.9791 0.058 0.050 0.045
C 3.1234 -1.9510 3.1191 0.064 0.039 0.002
C 2.3697 -2.4120 1.8789 -0.148 -0.010 0.061
C 2.6487 -1.5288 0.6606 0.064 -0.065 -0.031
C 2.3561 -0.0321 0.7688 -0.042 -0.032 -0.050
C 0.8788 0.3602 0.8075 0.041 0.218 0.180
C 0.1162 0.0499 2.1069 -0.028 -0.156 -0.011
N -0.9023 -1.0008 1.9454 -0.008 -0.021 -0.103
C 2.8108 -3.8468 1.5930 -0.113 0.016 0.013
C 2.5030 -4.8152 2.7402 -0.089 0.100 0.160
C 0.9920 -5.0281 2.8791 0.021 -0.111 0.028
C 3.1324 -6.1758 2.4731 0.023 -0.039 -0.138
N 3.1326 -4.2509 3.9911 0.179 0.100 -0.172
O 4.3237 -4.6609 4.2080 -0.040 -0.079 0.137
H 3.9138 -3.1010 6.2620 0.016 0.012 -0.018
H 3.5811 -1.4193 5.7854 0.082 -0.072 0.070
H 4.9079 -2.3183 5.0134 0.011 -0.096 0.066
H 1.5547 -2.6216 6.0687 0.017 -0.036 -0.031
H 0.7833 -3.3946 4.7132 -0.066 -0.027 -0.084
H 1.0770 -1.6506 4.6858 0.004 -0.033 -0.012
H 2.8977 -0.9166 3.3890 -0.008 -0.001 -0.047
H 4.1951 -1.9892 2.8825 -0.028 0.036 0.040
H 1.2909 -2.4060 2.0705 0.052 0.052 0.045
H 2.0727 -1.9195 -0.1878 0.057 -0.053 0.009
H 3.7065 -1.6649 0.4007 -0.025 0.051 -0.019
H 2.8784 0.4112 1.6221 -0.027 -0.047 0.013
H 2.7907 0.4367 -0.1204 0.000 0.016 0.039
H 0.8210 1.4380 0.6394 0.018 -0.035 -0.058
H 0.3544 -0.0800 -0.0454 0.019 -0.046 0.043
H -0.3818 0.9595 2.4513 -0.015 -0.025 0.003
H 0.8261 -0.2276 2.8924 0.045 0.054 -0.012
H -0.7888 -1.4857 1.0648 0.037 -0.007 0.008
H -0.8644 -1.6943 2.6800 -0.023 0.050 0.052
H 3.8958 -3.8386 1.4394 -0.026 -0.086 -0.109
H 2.3319 -4.2335 0.6874 0.078 0.055 -0.041
H 0.4168 -4.1120 2.9601 -0.004 0.059 -0.016
H 0.7708 -5.6625 3.7397 -0.003 0.048 0.008
H 0.6398 -5.5458 1.9844 0.022 0.002 0.025
H 4.1852 -6.0872 2.2164 -0.003 -0.021 0.089
H 3.0345 -6.8267 3.3419 0.043 0.020 0.001
H 2.6102 -6.6420 1.6346 0.000 0.040 0.012
Br 5.5053 1.2560 2.8293 0.000 0.021 0.003
C 5.7114 2.0832 4.5737 -0.024 -0.010 -0.024
C 5.0837 1.2550 5.6644 -0.008 -0.071 -0.009
Br 3.1449 1.3370 5.6244 -0.058 0.100 -0.036
H 5.2638 3.0696 4.5038 0.029 0.014 0.018
H 6.7818 2.1745 4.7428 0.003 -0.016 -0.002
H 5.3818 1.6236 6.6431 -0.009 0.030 -0.009
H 5.3450 0.2044 5.5719 0.027 0.005 0.034
Br 1.0456 2.1924 -2.3753 -0.021 -0.012 -0.047
C -0.5614 1.7097 -3.3624 0.026 -0.023 -0.012
C -1.8199 2.0511 -2.6117 0.034 -0.056 0.020
Br -2.1939 0.8147 -1.1569 -0.012 0.077 -0.020
H -0.4860 0.6485 -3.5798 -0.001 -0.002 0.005
H -0.5139 2.2794 -4.2876 -0.007 -0.054 0.058
H -2.6793 1.9917 -3.2753 -0.001 -0.012 -0.017
H -1.7729 3.0430 -2.1726 -0.021 -0.018 -0.040
Br -1.3589 4.6572 -5.5105 -0.006 0.054 0.031
C 0.4291 5.1095 -6.1305 -0.030 0.054 -0.014
C 0.8851 4.2127 -7.2504 -0.010 -0.043 -0.001
Br 1.3802 2.4505 -6.6120 -0.016 -0.052 -0.009
H 1.0783 5.0483 -5.2627 0.014 0.011 -0.003
H 0.3676 6.1383 -6.4773 -0.013 0.003 0.012
H 1.7744 4.6231 -7.7230 0.003 0.011 0.024
H 0.1064 4.0706 -7.9932 0.028 0.021 -0.033
Br -6.0396 1.4456 -4.4075 0.106 0.043 0.043
C -6.3262 3.3243 -4.8255 -0.048 -0.028 -0.005
C -5.0536 4.1271 -4.7575 -0.014 -0.019 0.018
Br -4.4695 4.4242 -2.9282 -0.066 0.039 -0.032
H -7.0705 3.6857 -4.1216 -0.014 0.033 -0.029
H -6.7358 3.3461 -5.8338 0.010 -0.009 -0.002
H -5.2135 5.1129 -5.1878 -0.001 0.007 0.011
H -4.2364 3.6312 -5.2736 -0.004 0.013 -0.029
Br -9.2672 1.8258 -7.1507 0.044 0.034 0.039
C -9.6983 1.5555 -5.2755 -0.010 -0.004 -0.026
C -10.9060 2.3468 -4.8493 0.008 0.021 -0.016
Br -10.5008 4.2403 -4.6838 0.000 0.007 -0.013
H -8.8151 1.8335 -4.7107 -0.002 -0.064 0.017
H -9.8759 0.4890 -5.1590 -0.038 0.004 -0.014
H -11.2379 2.0223 -3.8660 0.013 0.010 0.007
H -11.7221 2.2653 -5.5602 -0.015 -0.015 0.020
```
Forces are in eV/Å.


Entry 2:
A single C23H47ClN4O5S3 molecule at a distorted geometry. Source: OMol25; level of theory: ωB97M-V/def2-TZVPD.

- 2S+1 = 1
- frontier orbital gap (eV) = 8.18
- SMILES = CCC[C@]1(CCCOC)C[C@@](CCCSC(=S)N(CC)CC)(CC(N)(N)N)S(=O)(=O)O[C@@]1(Cl)OCC
- E_HOMO (eV) = -8.38

XYZ file:
```
83
Properties=species:S:1:pos:R:3:forces:R:3
C -0.3712 -3.1758 -0.0518 -0.405 -0.352 0.365
C 0.0124 -3.2577 1.4194 0.105 0.191 -0.021
C 0.4727 -1.9805 2.1555 -0.104 -0.629 -0.348
C -0.1699 -0.6177 1.8652 -0.285 0.302 0.150
C -1.7319 -0.5222 1.8835 -0.076 -0.543 -0.122
C -2.6081 -1.7274 2.2255 -0.100 0.014 0.244
C -2.5598 -2.2911 3.6346 -0.769 -0.394 -0.270
O -3.3449 -3.4864 3.6183 0.186 -0.133 -0.277
C -2.8569 -4.4670 4.5028 0.100 0.262 0.188
C 0.2623 0.0288 0.5299 0.013 0.515 0.792
C 1.7426 0.4560 0.3409 -0.251 -0.130 -0.392
C 2.4656 -0.6635 -0.4419 -0.357 -0.190 -0.221
C 1.9386 -1.0238 -1.8339 0.344 0.267 -0.156
C 2.0694 -0.0053 -2.9491 -0.392 -0.099 -0.603
S 1.6189 -0.8367 -4.5224 0.069 0.343 0.062
C -0.1207 -0.9941 -4.2529 0.420 -0.678 -0.350
S -0.7967 -2.4414 -4.5548 -0.200 -0.112 0.093
N -0.7944 0.1486 -3.8272 -0.285 0.156 0.569
C -1.7817 -0.1131 -2.7869 -0.730 0.350 0.578
C -2.5738 1.1319 -2.3949 -0.223 -0.236 -0.799
C -1.2743 0.9605 -4.9516 0.225 -0.232 -0.725
C -2.4890 0.4088 -5.7162 0.071 0.209 0.192
C 1.6877 1.8796 -0.2743 0.072 -0.387 -0.076
C 2.9393 2.6367 -0.7937 0.361 1.446 0.176
N 4.2360 2.0040 -0.7380 0.157 0.035 -0.246
N 3.0178 3.9067 0.0105 0.233 -0.281 -0.134
N 2.7379 3.0400 -2.1934 -0.189 -0.547 0.292
S 2.6812 0.6255 1.9166 1.078 0.478 0.464
O 3.7872 -0.2702 1.9186 0.043 -1.204 0.029
O 3.0741 1.9798 2.1237 -0.564 0.817 -0.029
O 1.7492 0.1910 3.1638 -0.139 -0.125 -0.887
C 0.3403 0.3662 2.9519 0.483 0.144 0.353
Cl -0.3170 -0.0162 4.5755 -0.077 0.087 -0.030
O 0.1561 1.6778 2.5663 -0.644 -0.517 0.338
C -0.6220 2.5888 3.3316 0.032 1.440 -0.387
C -0.6854 3.8666 2.5090 -0.169 -0.652 -0.118
H 0.4631 -3.0390 -0.7261 0.170 0.258 -0.059
H -1.1412 -2.4285 -0.2033 -0.014 0.335 -0.268
H -0.8419 -4.1134 -0.3319 0.003 -0.241 -0.112
H 0.8219 -3.9763 1.5114 0.214 -0.119 0.082
H -0.8069 -3.7069 1.9663 -0.296 -0.049 0.088
H 0.3712 -2.1950 3.2118 -0.045 0.041 0.310
H 1.5447 -1.9161 2.0204 0.231 0.274 -0.130
H -2.0415 0.2918 2.5276 0.060 0.230 0.243
H -2.0675 -0.2037 0.9008 0.075 0.012 -0.310
H -3.6359 -1.4040 2.0790 -0.220 0.117 -0.057
H -2.5024 -2.5574 1.5427 0.311 -0.125 -0.275
H -3.0520 -1.5878 4.3050 0.306 0.179 0.398
H -1.5672 -2.5438 3.9872 0.303 0.202 0.046
H -3.3911 -5.3946 4.3500 -0.356 -0.059 -0.052
H -1.8006 -4.6832 4.3292 0.196 0.087 -0.062
H -2.9717 -4.1327 5.5366 -0.011 -0.136 0.171
H -0.3428 0.9241 0.4706 -0.007 0.296 -0.052
H -0.0826 -0.5623 -0.2995 0.276 -0.485 -0.192
H 2.3612 -1.5677 0.1486 -0.019 -0.184 0.158
H 3.5314 -0.5258 -0.5082 0.309 0.351 0.031
H 0.9122 -1.3721 -1.8387 -0.223 0.001 0.216
H 2.5210 -1.8841 -2.1525 0.087 -0.299 0.042
H 3.0672 0.3849 -3.1011 0.253 0.020 0.055
H 1.3976 0.8354 -2.8750 -0.005 0.213 0.173
H -2.5045 -0.8805 -3.0574 0.007 -0.229 -0.236
H -1.3006 -0.4789 -1.8843 0.481 -0.178 -0.138
H -3.4203 1.2162 -3.0710 -0.161 0.250 -0.134
H -3.0020 1.0224 -1.4083 0.111 0.056 0.360
H -2.0010 2.0466 -2.4933 0.209 0.140 0.343
H -0.4513 1.0086 -5.6574 0.270 0.099 -0.027
H -1.4451 1.9850 -4.6563 -0.087 0.161 0.475
H -3.1097 -0.2571 -5.1280 -0.002 -0.152 0.171
H -2.1733 -0.1220 -6.6053 -0.044 -0.184 -0.128
H -3.1195 1.2387 -6.0144 -0.120 0.158 -0.198
H 0.9492 1.8207 -1.0677 -0.006 -0.079 -0.354
H 1.2367 2.5151 0.4726 -0.062 0.120 0.252
H 4.5197 1.7157 0.1882 -0.080 -0.129 -0.067
H 4.3788 1.2868 -1.4326 -0.110 -0.147 0.137
H 3.7948 3.8052 0.6573 -0.316 -0.006 0.341
H 3.3317 4.6372 -0.6201 0.033 -0.059 -0.068
H 2.0222 3.7606 -2.1860 -0.019 -0.044 -0.219
H 3.6092 3.4623 -2.4977 -0.050 0.081 -0.032
H -0.1488 2.8450 4.2704 0.135 -0.440 0.394
H -1.6433 2.2608 3.4844 -0.058 -0.541 0.185
H -1.3577 4.5739 2.9815 0.077 0.227 0.168
H -1.1108 3.6164 1.5423 -0.003 0.108 -0.307
H 0.3074 4.2724 2.3720 0.165 0.255 -0.055
```
Forces are in eV/Å.


Entry 3:
A molecular structure, C23H47IO22V at a distorted geometry. Source: OMol25; level of theory: ωB97M-V/def2-TZVPD.

- 2S+1 = 4
- frontier orbital gap (spin up / spin down) (eV) = 7.51 / 7.99
- ΔE to the lowest compared entry with this formula, charge and spin (kJ/mol) = 18.4
- ⟨S²⟩ = 3.754
- E_HOMO (spin up / spin down) (eV) = -7.03 / -7.52

XYZ file:
```
94
Properties=species:S:1:pos:R:3:forces:R:3
V 0.4586 -0.7850 0.8426 1.403 1.399 -0.180
C 4.0405 2.0156 0.4001 0.390 -0.329 -0.956
C 2.5735 2.1515 0.8223 -0.498 -1.000 -0.101
O 1.6880 1.0383 0.7306 0.747 0.359 -0.210
H 4.6920 1.3394 0.9536 -0.266 -0.166 0.329
H 4.5395 2.9838 0.3590 -0.142 0.356 0.616
H 4.1489 1.7579 -0.6534 -0.306 -0.500 -0.239
H 2.2500 2.9952 0.2126 -0.605 0.213 -0.400
H 2.6369 2.6056 1.8112 -0.376 -0.214 0.733
I -1.2806 -2.9627 1.3731 0.166 0.082 -0.163
C 1.5090 0.8514 5.2404 -0.501 1.540 -0.737
O 2.1049 -0.3906 5.0771 0.810 -2.668 -0.853
C 1.9585 -1.0270 3.8495 3.231 -0.419 2.870
O 1.2601 -0.6727 2.9807 -2.012 0.594 -1.494
O 2.8492 -2.0517 3.7036 -0.680 0.703 0.211
C 3.6074 -2.5970 4.8231 -0.698 0.523 -0.350
H 0.4576 0.7798 4.9618 0.044 0.422 0.010
H 2.0636 1.5562 4.6209 -0.454 0.190 -0.435
H 1.6263 1.2751 6.2378 -0.031 -0.881 0.280
H 4.0973 -3.4831 4.4195 -0.319 -0.023 0.138
H 2.8747 -2.8040 5.6030 0.455 -0.284 0.168
H 4.3886 -1.9234 5.1755 -0.255 0.227 -0.056
C -1.2078 1.0747 -2.7816 0.141 2.976 3.186
O -0.5272 0.0734 -3.3822 0.790 -2.398 -1.230
C 0.0522 -0.9150 -2.6806 0.146 1.008 0.517
O 0.4037 -0.8592 -1.4968 -0.927 -0.605 -2.010
O 0.2271 -1.8888 -3.5846 -0.061 0.446 1.390
C 0.9021 -3.0778 -3.2087 0.212 -1.215 -0.648
H -1.5078 1.9003 -3.4270 -0.467 -0.915 -0.636
H -0.5436 1.6222 -2.1130 0.607 0.101 0.254
H -1.9401 0.7743 -2.0321 -0.689 -0.454 -0.750
H 1.9771 -2.9207 -3.1207 -0.105 0.042 0.080
H 0.6882 -3.7448 -4.0438 0.417 0.115 -0.227
H 0.5142 -3.6631 -2.3750 -0.196 0.854 0.587
C 4.6097 6.8887 -3.0045 -0.760 0.496 1.412
O 4.3110 5.4824 -2.8165 4.236 2.281 -1.222
C 3.1425 5.0101 -2.8034 -5.291 -0.330 0.016
O 2.0408 5.5612 -2.8573 1.804 0.063 -0.222
O 3.2862 3.7177 -2.6564 -0.527 -3.361 -0.432
C 2.1919 2.7303 -2.8802 -0.209 1.506 0.232
H 5.6749 7.1123 -3.0619 0.080 -1.025 0.112
H 4.2467 7.3088 -2.0664 -0.014 0.673 -0.268
H 4.1776 7.4192 -3.8530 -0.597 -0.733 -0.062
H 2.0241 2.2201 -1.9317 0.231 -0.204 -0.163
H 2.3823 2.0761 -3.7310 0.892 -0.062 0.325
H 1.2577 3.2039 -3.1820 0.116 0.592 0.359
C -4.1354 -0.4095 0.1207 1.047 -0.731 1.348
O -3.7177 0.9588 0.3136 0.838 0.644 -0.676
C -2.4275 1.2949 0.5966 -1.108 1.122 0.333
O -1.4819 0.5678 0.8229 -0.634 0.326 -0.348
O -2.4278 2.6714 0.6436 -1.282 -1.898 -0.850
C -1.2912 3.3171 1.1109 2.145 0.071 1.172
H -5.1419 -0.5600 -0.2697 0.099 1.094 -0.218
H -4.1419 -0.8163 1.1319 0.073 -0.506 -0.124
H -3.4334 -0.9834 -0.4843 0.123 0.193 0.037
H -1.3906 4.3867 1.2956 -1.016 -0.107 -0.388
H -0.4267 3.2259 0.4534 -0.043 -0.398 -0.139
H -1.0297 2.8955 2.0815 0.271 -0.116 0.001
C 2.8291 -4.7724 1.6293 -2.225 -0.823 0.413
O 3.5187 -4.0651 0.6489 0.443 -0.806 0.692
C 3.1973 -2.8604 0.2776 -3.933 1.862 1.425
O 2.1901 -2.1590 0.5987 2.595 -2.186 -0.646
O 4.0988 -2.5450 -0.5532 1.940 2.108 -2.514
C 3.9210 -1.3358 -1.3621 -0.178 -0.022 0.840
H 3.3825 -4.9066 2.5587 0.157 0.174 -0.278
H 2.5209 -5.7271 1.2030 0.736 -0.329 0.005
H 1.8341 -4.3650 1.8082 0.181 0.732 0.379
H 4.0203 -0.4389 -0.7507 -0.122 -0.193 0.199
H 2.8986 -1.3679 -1.7386 0.283 0.171 -0.351
H 4.7281 -1.3274 -2.0947 -0.370 -0.344 -0.070
C -5.3145 -2.9218 -6.4346 1.427 -0.027 0.287
O -4.7940 -3.7007 -5.3149 -1.457 -0.255 -1.499
C -4.0018 -3.0783 -4.4904 0.297 4.329 -0.390
O -3.7705 -1.8574 -4.4906 -0.347 -2.128 0.043
O -3.5195 -3.9461 -3.6858 0.420 -2.165 1.190
C -2.7772 -3.6209 -2.5428 0.368 -0.204 1.380
H -5.9332 -3.6038 -7.0179 -0.144 0.321 0.336
H -4.4354 -2.6326 -7.0106 -0.085 -0.075 -0.320
H -5.7404 -1.9699 -6.1176 -0.493 -0.428 0.186
H -3.3222 -3.0657 -1.7793 -0.154 0.816 -0.584
H -1.8066 -3.1880 -2.7850 -0.263 0.138 0.038
H -2.6565 -4.5430 -1.9744 0.422 -0.307 -0.542
C -2.2819 -0.3246 4.5604 1.364 0.552 1.001
O -3.6786 -0.2852 4.4379 -0.093 -1.051 -0.189
C -4.3523 0.7814 4.1400 -0.098 3.927 -1.303
O -3.9634 1.9586 4.0064 -0.482 -2.836 0.557
O -5.6099 0.3976 3.9221 -0.350 -1.103 0.117
C -6.6319 1.3190 3.6527 -0.148 1.786 -1.084
H -1.7972 0.6500 4.6182 -0.513 0.350 -0.169
H -1.7649 -0.8732 3.7731 -0.594 -0.276 -0.167
H -2.1098 -0.7831 5.5341 0.205 -0.288 -0.160
H -6.6361 2.1501 4.3580 -0.388 -0.442 0.487
H -7.5884 0.8437 3.4350 0.170 -0.561 1.129
H -6.5358 1.8567 2.7095 0.984 -0.087 -0.364
```
Forces are in eV/Å.